Entry 1:
Molecular formula: C51H63BBaCl2N10O2S2
Method: DFT, ωB97M-V with the def2-TZVPD basis set

Calculated values
- ΔE to the lowest compared entry with this formula, charge and spin: 0.0000 eV
- Net charge: -2
- DFT total energy: -120997.187 eV
- Maximum force: 0.61 eV Å⁻¹

Each line ends with the Löwdin charge.
CARTESIAN COORDINATES (ANGSTROEM)
Ba 0.467 -0.534 0.427  1.3106
S 0.613 -3.333 -0.589  0.4188
C -0.126 -3.867 0.891  -0.8402
C -1.196 -4.819 0.735  -0.3211
N -2.043 -5.589 0.598  0.1484
C 0.176 -3.463 2.169  -0.8468
S 1.460 -2.390 2.695  0.3704
C -0.684 -3.932 3.222  -0.3162
N -1.410 -4.255 4.059  0.1491
C -1.548 6.306 1.877  -0.0703
C -0.764 5.182 2.549  -0.3736
C -0.724 5.378 4.069  -0.0461
C 0.647 5.038 2.014  -0.1432
C 1.445 6.150 1.780  -0.0512
C 2.751 6.016 1.329  -0.0959
C 3.271 4.753 1.105  -0.0525
C 2.504 3.613 1.325  -0.1821
C 3.058 2.229 1.073  -0.3816
C 3.780 1.679 2.305  -0.0458
C 3.957 2.142 -0.159  -0.0748
C 1.193 3.760 1.790  -0.2163
N 0.346 2.641 1.973  0.0937
C 0.301 2.118 3.141  -0.1484
C -0.651 1.133 3.610  -0.1776
C -0.198 0.243 4.595  -0.1026
C -0.996 -0.729 5.150  -0.1309
C -2.325 -0.806 4.708  -0.1188
C -2.835 0.080 3.794  -0.0735
C -2.051 1.141 3.221  -0.2752
N -2.547 2.092 2.446  0.0953
C -3.923 2.216 2.295  -0.1912
C -4.773 2.562 3.372  -0.1491
C -6.138 2.716 3.150  -0.0688
C -6.688 2.557 1.890  -0.1100
C -5.847 2.276 0.820  -0.0559
C -4.479 2.119 0.998  -0.1287
C -3.545 1.935 -0.183  -0.3665
C -2.808 3.251 -0.452  -0.0653
C -4.228 1.455 -1.460  -0.0894
C -4.216 2.862 4.752  -0.3691
C -4.404 4.347 5.079  -0.0734
C -4.842 1.996 5.847  -0.0669
H -2.583 6.293 2.227  0.0722
H -1.558 6.182 0.793  0.0792
H -1.133 7.292 2.106  0.0634
H -1.291 4.243 2.363  0.0943
H -0.164 6.281 4.331  0.0769
H -0.242 4.528 4.557  0.0729
H -1.734 5.467 4.474  0.0561
H 1.040 7.141 1.950  0.1000
H 3.358 6.895 1.149  0.0894
H 4.286 4.648 0.740  0.1028
H 2.168 1.614 0.902  0.0424
H 4.619 2.334 2.562  0.0827
H 4.165 0.678 2.097  0.0506
H 3.117 1.632 3.170  0.0657
H 4.912 2.645 0.025  0.0677
H 3.486 2.600 -1.028  0.0633
H 4.164 1.095 -0.387  0.0561
H 1.041 2.443 3.890  0.1299
H 0.846 0.307 4.890  0.1043
H -0.597 -1.450 5.849  0.0891
H -2.968 -1.595 5.086  0.0989
H -3.868 -0.018 3.480  0.1142
H -6.785 2.973 3.983  0.0976
H -7.755 2.666 1.737  0.0838
H -6.271 2.177 -0.171  0.0917
H -2.797 1.194 0.110  0.1058
H -2.142 3.156 -1.309  0.0130
H -2.213 3.526 0.418  0.0524
H -3.531 4.045 -0.664  0.0868
H -4.892 2.223 -1.869  0.0717
H -4.811 0.547 -1.295  0.0699
H -3.472 1.244 -2.221  0.0686
H -3.147 2.659 4.730  0.1191
H -5.466 4.595 5.161  0.0693
H -3.977 4.973 4.293  0.0636
H -3.922 4.604 6.027  0.0726
H -5.915 2.188 5.935  0.0658
H -4.384 2.214 6.815  0.0740
H -4.696 0.938 5.635  0.0657
Cl -0.831 3.049 -3.906  0.5308
C 0.780 3.200 -3.175  -0.9697
Cl 0.714 3.588 -1.456  0.6430
H 1.298 4.002 -3.687  0.0253
H 1.293 2.252 -3.283  -0.0089
C 3.921 -2.993 -1.506  -0.1008
N 5.252 -2.433 -1.355  -0.1718
C 6.313 -3.380 -1.644  -0.0817
C 5.430 -1.558 -0.286  -0.4577
N 4.593 -1.300 0.640  0.1867
N 6.666 -0.892 -0.308  -0.1837
C 6.961 -0.096 0.867  -0.0928
C 7.010 -0.206 -1.544  -0.0768
H 3.857 -3.489 -2.475  0.0922
H 3.176 -2.199 -1.484  0.0257
H 3.667 -3.721 -0.726  0.0757
H 6.237 -4.275 -1.009  0.0881
H 7.285 -2.924 -1.476  0.0712
H 6.243 -3.698 -2.686  0.0809
H 3.799 -1.935 0.642  0.0152
H 8.017 0.183 0.838  0.0769
H 6.760 -0.677 1.764  0.0829
H 6.353 0.815 0.918  0.0626
H 6.707 -0.800 -2.402  0.0767
H 8.090 -0.044 -1.584  0.0778
H 6.510 0.770 -1.615  0.0838
O 0.387 -0.279 -3.182  0.0055
B 1.570 -0.117 -2.352  -0.5232
O 2.658 -0.054 -3.293  0.0409
C 2.156 -0.181 -4.551  -0.2513
C 2.824 -0.174 -5.756  -0.0116
C 2.056 -0.312 -6.915  -0.1203
C 0.674 -0.446 -6.847  -0.1160
C 0.007 -0.450 -5.620  -0.0077
C 0.774 -0.317 -4.482  -0.2635
H 3.901 -0.070 -5.792  0.1087
H 2.545 -0.313 -7.881  0.0859
H 0.104 -0.549 -7.762  0.0879
H -1.068 -0.550 -5.554  0.1141
N -4.193 -3.474 2.420  0.1405
C -3.789 -2.839 1.269  -0.3797
C -2.685 -1.962 1.293  -0.1040
N -2.244 -1.384 0.198  -0.0451
C -2.889 -1.644 -0.946  -0.1569
C -4.006 -2.448 -0.947  -0.1289
N -4.468 -3.047 0.152  0.1289
H -3.450 -3.640 3.090  0.0448
H -4.725 -4.309 2.225  0.0891
H -2.180 -1.752 2.229  0.0926
H -2.497 -1.204 -1.854  0.1065
H -4.550 -2.632 -1.866  0.1005


Entry 2:
Molecular formula: C51H67BCdF3N6O2S5Sb
Method: DFT, ωB97M-V with the def2-TZVPD basis set

Calculated values
- ΔE to the lowest compared entry with this formula, charge and spin: 0.2564 eV
- Net charge: +2
- DFT total energy: -141106.760 eV
- Maximum force: 0.37 eV Å⁻¹

Each line ends with the Löwdin charge.
CARTESIAN COORDINATES (ANGSTROEM)
Cd -0.535 -0.062 0.252  1.1825
C 0.226 -2.602 4.352  -0.0462
C 1.079 -2.941 3.175  -0.2595
C 2.360 -3.378 3.303  0.0732
C 3.153 -3.644 2.158  -0.1901
N 2.659 -3.480 0.965  0.1967
N 1.384 -3.059 0.832  0.0534
B 1.018 -3.161 -0.643  -0.6709
N -0.386 -3.134 -1.189  0.1029
N 0.114 -4.373 -1.033  0.2380
C -0.586 -5.456 -1.197  -0.1082
C -1.903 -5.246 -1.707  0.0965
C -2.417 -4.004 -1.922  -0.2054
C -3.796 -3.798 -2.445  -0.0444
C -1.623 -2.835 -1.574  -0.6949
S -2.202 -1.268 -1.608  0.6672
C -0.025 -6.809 -0.844  -0.5263
C -0.988 -7.471 0.152  -0.0174
C 1.353 -6.660 -0.207  -0.0352
C 0.061 -7.651 -2.125  -0.0089
N 2.147 -2.829 -1.595  0.0347
N 2.714 -3.916 -2.161  0.1982
C 3.757 -3.745 -2.925  -0.1836
C 4.284 -2.445 -3.144  0.0855
C 3.713 -1.350 -2.579  -0.2332
C 4.243 0.027 -2.803  -0.0473
C 2.558 -1.559 -1.752  -0.5784
S 1.783 -0.225 -1.032  0.6982
C 4.366 -5.004 -3.533  -0.5398
C 3.265 -5.780 -4.264  -0.0321
C 4.940 -5.859 -2.398  -0.0289
C 5.483 -4.667 -4.520  -0.0522
C 0.554 -2.778 1.853  -0.6161
S -1.053 -2.267 1.595  0.7128
C 4.585 -4.160 2.214  -0.5378
C 5.165 -4.056 3.623  -0.0477
C 4.563 -5.630 1.774  -0.0257
C 5.451 -3.347 1.247  -0.0335
H 0.802 -2.663 5.273  0.0932
H -0.191 -1.599 4.233  0.0616
H -0.625 -3.280 4.420  0.0965
H 2.786 -3.503 4.288  0.1260
H -2.515 -6.114 -1.910  0.1357
H -4.270 -4.746 -2.683  0.0931
H -4.396 -3.266 -1.705  0.0926
H -3.772 -3.167 -3.335  0.0944
H -1.113 -6.862 1.048  0.0971
H -1.971 -7.656 -0.281  0.0881
H -0.576 -8.435 0.452  0.1013
H 1.293 -6.128 0.745  0.0868
H 1.765 -7.650 -0.008  0.1052
H 2.041 -6.122 -0.858  0.0556
H -0.915 -7.782 -2.591  0.0907
H 0.732 -7.199 -2.855  0.0755
H 0.443 -8.641 -1.877  0.1024
H 5.153 -2.323 -3.773  0.1222
H 5.150 -0.007 -3.401  0.0934
H 3.501 0.642 -3.313  0.0738
H 4.453 0.521 -1.855  0.0780
H 2.467 -6.055 -3.576  0.0513
H 2.835 -5.192 -5.075  0.0959
H 3.681 -6.692 -4.691  0.0973
H 4.166 -6.124 -1.679  0.0578
H 5.357 -6.779 -2.806  0.0975
H 5.737 -5.334 -1.868  0.0909
H 5.129 -4.048 -5.346  0.0953
H 6.322 -4.164 -4.037  0.0902
H 5.868 -5.591 -4.949  0.0971
H 4.641 -4.695 4.335  0.0896
H 6.205 -4.381 3.607  0.0976
H 5.148 -3.029 3.995  0.0921
H 3.948 -6.235 2.443  0.0949
H 4.168 -5.722 0.762  0.0615
H 5.574 -6.036 1.789  0.0973
H 5.529 -2.306 1.567  0.0878
H 6.457 -3.765 1.221  0.0950
H 5.043 -3.370 0.237  0.0643
F 1.011 6.515 6.452  0.0843
C 0.743 5.825 5.336  -0.2743
C -0.578 5.549 5.026  0.0115
C -0.848 4.835 3.872  -0.1127
C 0.182 4.391 3.040  -0.4133
C 1.494 4.703 3.383  -0.1622
C 1.791 5.423 4.534  -0.0018
Sb -0.182 3.354 1.206  1.5215
C -1.591 1.925 2.042  -0.4140
C -2.574 1.275 1.288  -0.2348
C -3.409 0.301 1.842  -0.0366
C -3.240 -0.027 3.167  -0.3047
F -4.008 -0.977 3.712  0.0849
C -2.289 0.601 3.958  0.0087
C -1.475 1.561 3.390  -0.1226
C -1.611 4.739 0.458  -0.4089
C -2.982 4.633 0.679  -0.1227
C -3.867 5.553 0.133  0.0032
C -3.356 6.586 -0.628  -0.2796
F -4.204 7.472 -1.167  0.0820
C -2.000 6.738 -0.854  -0.0003
C -1.135 5.803 -0.307  -0.1415
H -1.364 5.902 5.678  0.1273
H -1.882 4.629 3.618  0.1056
H 2.314 4.402 2.739  0.0842
H 2.804 5.682 4.806  0.1242
H -2.742 1.561 0.255  0.0738
H -4.168 -0.195 1.252  0.1278
H -2.208 0.333 5.003  0.1311
H -0.744 2.054 4.018  0.0916
H -3.383 3.824 1.276  0.0932
H -4.933 5.484 0.295  0.1262
H -1.645 7.571 -1.444  0.1262
H -0.073 5.912 -0.494  0.1007
C 2.232 1.157 4.247  -0.2191
S 2.383 0.192 2.751  0.8382
C 3.456 1.300 1.845  -0.2445
O 1.029 0.273 2.090  -0.7056
H 1.847 2.147 4.001  0.0387
H 3.212 1.230 4.716  0.0708
H 1.547 0.632 4.910  0.0590
H 4.353 1.484 2.433  0.0692
H 2.911 2.225 1.655  0.0304
H 3.707 0.820 0.903  0.0147
C -2.740 3.739 -4.139  -0.1062
C -2.014 3.521 -2.821  -0.3874
S -1.653 1.786 -2.550  0.8780
O -0.899 1.760 -1.222  -0.7806
C -0.397 1.480 -3.799  -0.3813
C 0.837 2.355 -3.680  -0.1239
H -3.090 4.769 -4.183  0.0877
H -3.609 3.089 -4.232  0.0834
H -2.091 3.577 -4.999  0.0734
H -2.637 3.791 -1.967  0.0754
H -1.086 4.086 -2.744  0.0884
H -0.902 1.586 -4.761  0.0933
H -0.163 0.422 -3.664  0.0695
H 0.641 3.382 -3.986  0.0766
H 1.614 1.966 -4.337  0.0776
H 1.215 2.352 -2.658  0.0535


Entry 3:
Molecular formula: C51H67FIN7O18P
Method: DFT, ωB97M-V with the def2-TZVPD basis set

Calculated values
- ΔE to the lowest compared entry with this formula, charge and spin: 0.0000 eV
- Net charge: +1
- DFT total energy: -121356.319 eV
- Maximum force: 1.85 eV Å⁻¹

Each line ends with the Löwdin charge.
CARTESIAN COORDINATES (ANGSTROEM)
C -0.654 6.861 3.010  -0.0951
C -1.837 6.838 2.035  -0.2380
C -1.466 6.273 0.674  -0.2428
N -1.060 4.863 0.720  0.0166
C -1.924 3.889 0.074  -0.3063
N -2.887 3.241 0.933  -0.0566
F -3.698 4.204 1.510  0.0226
C -2.423 2.293 1.950  -0.2733
C -3.401 1.090 1.970  -0.1336
C -3.902 0.611 3.328  -0.1131
C -4.581 1.652 4.160  -0.4528
O -4.541 2.810 3.908  0.1444
N -5.237 1.193 5.352  0.1122
C -4.201 1.065 6.363  -0.2589
C -3.584 -0.168 6.609  -0.0401
C -2.570 -0.254 7.566  -0.0801
C -2.171 0.896 8.254  -0.0867
C -2.791 2.127 8.007  -0.0637
C -3.816 2.214 7.058  -0.0134
C -0.986 1.906 1.627  -0.3239
P -0.491 0.551 2.847  0.9773
C 1.344 0.510 2.872  -0.2675
C -0.726 1.411 4.450  -0.2408
N -0.925 1.549 0.163  0.0502
C 0.292 0.718 -0.081  -0.2088
O 0.600 0.603 -1.417  -0.1559
C 1.801 -0.152 -1.627  -0.1940
C 1.516 -1.544 -2.148  -0.2060
C 2.849 -2.266 -2.418  -0.0808
C -1.221 2.749 -0.754  -0.2925
C -2.373 2.317 -1.720  -0.1026
C -2.289 1.090 -2.629  -0.6463
N -3.570 1.052 -3.435  0.0733
N -1.240 1.084 -3.601  0.1203
N -2.286 -0.121 -1.824  0.1037
C 0.012 3.302 -1.495  -0.5645
I -0.541 5.005 -2.721  1.0692
C 1.294 3.553 -0.677  -0.2868
C 2.244 4.625 -1.181  -0.1483
H -0.644 5.964 3.626  0.0621
H 0.283 6.888 2.457  0.0697
H -0.677 7.729 3.658  0.0722
H -2.151 7.864 1.854  0.1098
H -2.699 6.329 2.457  0.0993
H -0.623 6.865 0.315  0.1019
H -2.286 6.451 -0.017  0.1110
H -0.875 4.629 1.685  0.0937
H -2.520 4.447 -0.637  0.1122
H -2.398 2.803 2.909  0.1324
H -2.950 0.219 1.491  0.0959
H -4.247 1.371 1.353  0.1276
H -3.102 0.125 3.879  0.0898
H -4.624 -0.188 3.158  0.1121
H -5.655 0.285 5.185  0.0832
H -3.915 -1.024 6.039  0.1048
H -2.099 -1.207 7.745  0.1018
H -1.378 0.822 8.982  0.0997
H -2.495 3.023 8.528  0.1025
H -4.319 3.142 6.845  0.1161
H -0.306 2.743 1.764  0.1136
H 1.727 1.526 2.770  0.0249
H 1.676 0.102 3.817  0.0554
H 1.742 -0.061 2.044  0.0231
H -0.533 0.634 5.186  0.0491
H 0.003 2.201 4.616  0.0492
H -1.741 1.748 4.610  0.0237
H -1.727 0.925 0.028  0.1230
H 0.082 -0.263 0.346  0.1332
H 1.109 1.198 0.447  0.1014
H 2.362 -0.231 -0.692  0.1298
H 2.415 0.405 -2.330  0.1370
H 0.936 -1.475 -3.061  0.1056
H 0.952 -2.082 -1.393  0.1114
H 3.677 -1.587 -2.215  0.0730
H 2.941 -2.561 -3.454  0.0666
H 2.989 -3.120 -1.770  0.0749
H -3.239 2.150 -1.081  0.1190
H -2.634 3.167 -2.334  0.0686
H -3.667 1.902 -3.981  0.0741
H -4.369 1.018 -2.808  0.0676
H -0.893 1.992 -3.857  0.0598
H -0.516 0.413 -3.422  0.0621
H -3.133 -0.112 -1.267  0.0801
H -2.374 -0.908 -2.457  0.1011
H 0.286 2.606 -2.267  0.0431
H 1.857 2.622 -0.715  0.0966
H 1.083 3.765 0.363  0.0777
H 1.889 5.626 -0.966  0.0562
H 2.483 4.512 -2.233  0.0644
H 3.179 4.510 -0.640  0.0665
C -9.252 -2.964 5.643  0.0845
C -7.998 -2.551 5.425  -0.2298
C -7.583 -1.914 4.125  -0.2999
O -6.418 -1.547 4.022  0.0559
C -8.563 -1.770 3.077  0.0726
C -9.822 -2.185 3.289  -0.2291
C -10.249 -2.801 4.600  -0.3053
O -11.412 -3.132 4.705  0.1276
O -10.778 -2.090 2.388  0.1355
O -7.029 -2.668 6.326  0.1181
H -9.561 -3.420 6.573  0.1410
H -8.249 -1.324 2.144  0.1350
H -11.587 -2.457 2.799  0.1290
H -6.224 -2.301 5.919  0.1018
C 5.992 -5.278 -4.316  0.0723
C 6.903 -5.449 -5.285  -0.2325
C 6.506 -5.761 -6.705  -0.2932
O 7.402 -5.882 -7.519  0.1130
C 5.096 -5.901 -7.019  0.0860
C 4.189 -5.734 -6.048  -0.2306
C 4.584 -5.399 -4.633  -0.3134
O 3.686 -5.244 -3.822  0.0852
O 2.882 -5.844 -6.242  0.1204
O 8.207 -5.358 -5.084  0.1258
H 6.266 -5.052 -3.295  0.1345
H 4.825 -6.135 -8.040  0.1152
H 2.463 -5.680 -5.377  0.1169
H 8.632 -5.524 -5.948  0.1243
C 6.958 -9.823 -10.653  0.0750
C 6.743 -8.530 -10.372  -0.2334
C 5.386 -7.894 -10.537  -0.3072
O 5.275 -6.720 -10.226  0.0843
C 4.296 -8.704 -11.041  0.0731
C 4.514 -9.995 -11.329  -0.2360
C 5.864 -10.640 -11.140  -0.3149
O 5.957 -11.822 -11.411  0.1101
O 3.578 -10.807 -11.793  0.1220
O 7.685 -7.717 -9.924  0.1142
H 7.925 -10.291 -10.535  0.1364
H 3.331 -8.234 -11.168  0.1353
H 4.007 -11.678 -11.909  0.1226
H 7.271 -6.841 -9.794  0.1022
C 4.755 3.835 5.437  0.0767
C 5.957 4.398 5.230  -0.2300
C 6.336 5.003 3.900  -0.3046
O 7.436 5.503 3.805  0.1292
C 5.367 4.950 2.814  0.0849
C 4.175 4.387 3.032  -0.2306
C 3.793 3.801 4.362  -0.3092
O 2.674 3.317 4.453  0.0711
O 3.222 4.293 2.106  0.0893
O 6.893 4.469 6.156  0.1358
H 4.474 3.399 6.386  0.1379
H 5.649 5.375 1.861  0.1388
H 2.471 3.864 2.560  0.0915
H 7.657 4.925 5.750  0.1287


Q: The lowest DFT total energy belongs to which entry?
A: C51H67BCdF3N6O2S5Sb


Q: Number 3 is which compound?
A: C51H67FIN7O18P


Q: Which value of net charge does entry 2 give?
A: +2


Q: Number 2 is which compound?
A: C51H67BCdF3N6O2S5Sb